1.
34
Properties=species:S:1:pos:R:3:forces:R:3 method="wB97M-V/def2-TZVPD" e_lumo_ha=-0.0833 total_charge=0 total_energy_ha=-3277.58372 de_lowest_kj_mol=1949.36 homo_ev=-5.49
Pb -0.047243 -0.218914 -0.043851 -2.18 5.90 -1.24
N -0.590783 -0.310934 -1.625821 -2.60 -1.80 -16.94
S -2.071123 -0.143014 -1.934471 -9.26 -0.89 -4.72
O -2.680273 -1.231414 -2.692101 0.48 0.78 1.10
O -2.731883 1.180836 -1.936291 1.56 -1.84 0.98
F -2.509363 -0.685414 -0.396231 -2.81 1.46 -2.51
S -0.285173 0.240946 -3.222291 -2.11 1.49 -6.19
O -0.744733 1.585296 -3.658041 1.97 -1.45 1.34
O -0.210533 -0.809184 -4.228951 0.69 0.55 1.66
F 1.290777 0.520586 -2.970751 0.06 -0.12 0.81
N 0.537447 0.131626 1.492319 9.43 0.68 16.72
S 0.923217 -0.764944 2.806969 4.92 -1.79 5.59
O -0.075553 -0.683634 3.835069 -0.24 -0.62 -1.65
O 2.331857 -0.989334 3.189659 -2.02 0.54 -0.81
F 0.814547 -2.161734 2.030229 -1.06 -0.80 -0.11
S 1.374347 1.338456 2.009599 3.82 5.47 6.42
O 2.814717 1.336706 1.669769 -2.08 0.02 0.79
O 0.902407 1.970756 3.257349 0.57 -0.58 -2.75
F 0.746237 2.288276 0.907639 1.29 2.35 2.62
O -0.478013 1.652046 -0.649891 -1.44 7.66 -2.45
H -1.106263 1.938496 -1.312831 -1.18 0.14 -0.84
H -0.024933 2.453076 -0.386631 -0.55 0.25 -0.40
O 1.068077 -1.647484 -0.487441 7.48 -9.26 -2.89
H 1.358787 -2.387074 0.046149 0.56 -0.55 0.65
H 1.249827 -1.915334 -1.388241 0.31 -0.01 -1.01
O 1.736277 0.653606 -0.302181 5.83 1.74 -4.56
H 2.038067 1.309946 -0.930171 0.11 0.22 -0.61
H 2.452847 0.576876 0.327789 1.57 -0.01 0.56
O -1.590493 0.263536 1.335849 -5.14 1.90 3.38
H -2.195613 0.440936 2.055979 -0.88 0.21 0.13
H -0.724803 0.263576 1.744289 -2.06 1.18 2.72
O -0.966133 -1.751214 0.429889 -4.68 -12.23 4.08
H -0.753903 -2.664634 0.237919 0.15 -0.76 -0.08
H -1.852613 -1.781324 0.789729 -0.51 0.17 0.22



2.
57
Properties=species:S:1:pos:R:3:forces:R:3 method="wB97M-V/def2-TZVPD" e_lumo_ha=0.0033 smiles="Cc1[nH]c(=O)[nH]c(=O)c1S(=O)(=O)N1CCC[C@H](C(=O)NCCC2=CCCCC2)C1" total_charge=0 total_energy_ha=-1734.29410 de_lowest_kj_mol=0.00 homo_ev=-8.56
C -3.225067 -0.442331 -2.708612 0.14 0.02 -0.20
C -3.392107 -0.376718 -1.232541 0.10 0.13 0.02
C -2.427221 -0.073902 -0.330374 1.03 0.20 -0.24
C -2.709032 -0.092147 1.089335 -0.39 -0.05 0.23
O -1.914223 0.150422 1.967224 0.09 -0.04 0.25
N -4.026052 -0.412228 1.412494 0.01 -0.01 0.28
C -5.041487 -0.709433 0.540856 0.05 0.04 -0.03
O -6.163577 -0.982500 0.875422 -0.32 -0.09 0.11
N -4.654552 -0.660873 -0.786822 0.04 -0.05 -0.30
H -5.376153 -0.887986 -1.460003 0.10 0.04 0.19
H -4.252404 -0.448197 2.400946 0.02 0.02 -0.19
S -0.679716 0.231891 -0.699342 -0.65 0.23 -0.24
O -0.586402 0.549324 -2.097456 -0.06 0.22 0.11
O 0.052344 -0.904782 -0.225955 0.11 -0.03 0.33
N -0.214492 1.535382 0.142408 -0.33 -0.81 -0.43
C -0.676044 2.843283 -0.243379 -0.17 0.52 -0.49
C 0.516887 3.792497 -0.360386 -0.16 -0.06 0.21
H 1.152938 3.458057 -1.180907 0.00 0.04 -0.11
C 1.324992 3.790886 0.935583 0.18 0.00 -0.16
H 2.209970 4.417457 0.820193 -0.06 0.00 0.09
H 0.717883 4.188584 1.752095 -0.01 0.01 0.07
C 1.769779 2.360363 1.274961 -0.04 0.17 -0.08
C 0.530597 1.471245 1.375956 0.37 -0.28 0.49
H 0.770115 0.426359 1.567502 0.03 0.07 0.16
H -0.099994 1.822819 2.202305 0.08 -0.09 -0.09
C 2.831779 1.938544 0.248228 -0.34 -0.05 0.39
O 3.793126 2.657103 0.041499 0.27 0.27 -0.02
N 2.644476 0.770316 -0.383780 0.00 -0.30 -0.22
H 1.848430 0.179847 -0.200902 0.03 0.08 0.13
C 3.587793 0.257110 -1.351037 0.42 -0.01 -0.01
H 4.244259 1.082276 -1.637575 -0.15 -0.10 -0.06
H 3.027128 -0.090498 -2.222831 0.07 0.02 0.01
C 4.418086 -0.900919 -0.773200 -0.21 0.10 -0.25
C 3.519693 -1.969698 -0.206209 0.32 0.08 0.04
C 2.892304 -2.838836 -0.985835 -0.11 -0.09 -0.05
C 1.933985 -3.876111 -0.490384 0.00 -0.11 0.13
C 2.069771 -4.087562 1.013803 -0.23 0.10 -0.07
C 2.091499 -2.729545 1.705190 0.22 -0.13 0.14
C 3.346114 -1.968718 1.287730 -0.29 -0.13 0.07
H 4.229238 -2.432697 1.743082 0.04 0.10 0.05
H 3.303416 -0.938390 1.650470 0.09 0.03 0.01
H 1.208427 -2.167564 1.396389 -0.04 0.02 0.10
H 2.067283 -2.847496 2.790801 -0.05 0.04 0.00
H 2.999166 -4.620969 1.228156 0.02 -0.06 0.03
H 1.239412 -4.692694 1.383441 0.04 -0.06 0.01
H 0.920051 -3.529643 -0.717851 -0.07 -0.13 -0.04
H 2.090936 -4.816454 -1.026306 -0.06 0.03 -0.02
H 3.034952 -2.802639 -2.058264 0.11 0.11 -0.17
H 5.039338 -1.305256 -1.574415 0.07 0.01 0.02
H 5.072326 -0.511140 0.008118 0.07 0.02 -0.01
H 2.275213 2.370307 2.247259 -0.04 -0.05 -0.08
H 0.161379 4.798939 -0.585515 0.00 0.00 -0.05
H -1.182315 2.735521 -1.203591 -0.06 0.22 0.07
H -1.389768 3.221166 0.503398 0.02 -0.06 -0.05
H -3.981102 0.170213 -3.197949 -0.08 0.04 -0.01
H -3.354019 -1.471056 -3.043924 -0.05 -0.09 0.00
H -2.235220 -0.098592 -2.991218 -0.21 -0.07 -0.09



3.
17
Properties=species:S:1:pos:R:3:forces:R:3 method="wB97M-V/def2-TZVPD" e_lumo_ha=0.0373 smiles=CO[C@H]1C[C@H]1CO total_charge=0 total_energy_ha=-346.93274 de_lowest_kj_mol=243.36 homo_ev=-9.83
C 2.278061 0.689925 0.337681 0.25 0.08 0.11
O 1.125025 0.383861 -0.413161 -0.07 0.01 -0.01
C 0.472363 -0.743859 0.076908 -0.03 -0.20 -0.03
C -0.318694 -0.620657 1.346637 0.00 0.05 0.22
C -1.023134 -0.741119 0.018751 -0.13 -0.07 -0.11
C -1.765450 0.465549 -0.509701 0.04 0.06 0.38
O -2.199597 0.300413 -1.845726 0.21 0.00 -0.22
H 3.007304 -0.132308 0.298648 -0.08 0.11 0.00
H 2.027294 0.882729 1.390519 0.04 -0.02 -0.15
H 2.723050 1.586817 -0.097809 -0.04 -0.12 0.05
H 1.003703 -1.681820 -0.103825 -0.12 0.16 0.00
H -0.344584 -1.450200 2.046847 0.01 0.11 -0.14
H -0.335015 0.364817 1.808142 0.00 -0.13 -0.09
H -1.504442 -1.689066 -0.212425 0.08 0.13 0.07
H -2.671402 0.622504 0.083526 0.07 -0.03 -0.09
H -1.132646 1.356981 -0.401671 -0.13 -0.12 -0.01
H -1.414121 0.295891 -2.406090 -0.11 -0.02 0.02



4.
62
Properties=species:S:1:pos:R:3:forces:R:3 method="wB97M-V/def2-TZVPD" e_lumo_ha="0.1693 / 0.1692" total_charge=-2 multiplicity=2 total_energy_ha=-2270.46796 de_lowest_kj_mol=258.97 homo_ev="0.63 / 0.84"
Pt 0.223660 1.135467 -0.147589 0.03 0.06 0.25
C -2.615145 -2.361598 3.276935 0.05 0.02 -0.03
C -2.416167 -1.637401 1.957374 -0.02 0.10 -0.01
N -0.998302 -1.522184 1.721928 0.17 -0.29 0.05
C -0.141121 -1.097173 2.718799 -0.25 -0.02 -0.05
N 0.956157 -0.570743 2.361863 0.67 -0.40 0.14
C 1.865541 -0.060249 3.353065 -0.30 0.04 0.05
C 1.091590 0.386090 4.586551 0.03 0.03 -0.02
C 0.304837 -0.808556 5.099721 0.00 0.02 -0.13
N -0.533450 -1.365668 4.043915 0.02 0.01 -0.03
C -1.940242 -1.535161 4.355149 -0.01 0.07 -0.01
H -2.129983 -3.340467 3.218208 -0.06 -0.03 0.04
H -3.674195 -2.502124 3.508928 -0.01 0.06 -0.02
H -2.903182 -0.651269 2.005303 0.00 -0.01 -0.03
H -2.859640 -2.191356 1.126812 0.00 0.00 0.00
H -0.715156 -1.087969 0.839685 -0.05 0.12 0.03
H 2.398343 0.787765 2.912903 0.01 -0.03 -0.02
H 2.614488 -0.824212 3.622385 0.04 0.06 0.05
H 0.391582 1.158806 4.253318 0.04 0.07 0.08
H 1.738241 0.794662 5.369903 0.00 -0.03 0.01
H -0.333815 -0.528066 5.942834 -0.04 0.01 -0.03
H 1.001498 -1.579791 5.458809 -0.01 0.02 0.06
H -2.448597 -0.559483 4.426920 -0.02 -0.02 0.06
H -2.019319 -2.023068 5.332609 0.03 -0.02 0.00
O -3.130701 -0.887095 -2.694955 0.07 0.37 0.05
S -2.444638 0.202163 -1.876992 -0.26 -0.85 -0.33
C -2.736370 1.733122 -2.802680 0.04 0.06 -0.04
C -4.237745 1.944625 -2.693359 0.06 -0.02 0.10
C -4.484997 1.892605 -1.184276 -0.06 -0.02 -0.12
C -3.699272 0.687060 -0.655700 0.03 0.14 0.35
H -2.349764 1.580014 -3.809083 0.02 -0.03 0.02
H -2.158119 2.502084 -2.282108 0.01 0.00 -0.03
H -4.737915 1.102654 -3.180688 -0.03 0.04 -0.05
H -4.582129 2.872476 -3.159324 0.05 0.05 0.05
H -5.549394 1.832632 -0.941525 0.01 -0.03 0.04
H -4.078228 2.795904 -0.722325 -0.01 -0.01 0.04
H -4.299389 -0.213973 -0.524632 -0.03 0.00 -0.08
H -3.148668 0.932798 0.260918 -0.03 0.02 -0.03
O 0.243139 0.937023 -2.779582 -0.35 0.17 -0.26
N 1.263578 0.910266 -3.509339 0.06 -0.31 -0.12
C 1.636044 1.998624 -4.238964 0.21 0.12 -0.03
C 2.735853 1.955837 -5.068469 -0.13 0.08 0.10
C 3.499115 0.803341 -5.167671 0.15 0.06 -0.03
C 3.121256 -0.287754 -4.398513 -0.13 -0.13 0.15
C 2.010433 -0.232752 -3.586424 0.17 0.01 -0.08
H 1.010417 2.862819 -4.081556 -0.03 -0.02 0.00
H 2.989507 2.847022 -5.627426 0.00 0.01 0.00
H 4.376103 0.765540 -5.799556 -0.02 0.00 -0.02
H 3.689860 -1.208557 -4.417418 -0.02 -0.01 -0.01
H 1.635806 -1.039143 -2.973143 -0.04 0.00 -0.02
O 3.482891 1.709655 -0.288210 -0.03 0.07 -0.14
C 3.237767 0.522827 -0.389971 -0.07 -0.31 0.05
C 4.363103 -0.524649 -0.364078 -0.06 -0.08 0.01
C 3.618671 -1.845649 -0.350169 0.10 0.06 -0.05
C 2.163298 -1.433994 -0.570941 -0.44 -0.15 0.04
O 1.286884 -2.265886 -0.767106 0.08 0.06 -0.11
N 2.011284 -0.083791 -0.552469 0.33 0.79 0.17
H 5.003159 -0.343155 0.499501 0.00 0.02 0.00
H 4.964218 -0.388949 -1.266918 0.04 0.03 0.03
H 3.674274 -2.375477 0.602442 0.00 0.02 0.01
H 3.918501 -2.538557 -1.139061 -0.03 -0.04 0.03
S -1.155456 2.262037 1.155437 -0.02 0.00 -0.12



5.
16
Properties=species:S:1:pos:R:3:forces:R:3 method="wB97M-V/def2-TZVPD" e_lumo_ha=0.0308 smiles="C=C=O.CCC" total_charge=0 total_energy_ha=-271.68513 de_lowest_kj_mol=177.18 homo_ev=-9.55
C 0.082786 1.284497 0.986243 0.02 0.09 0.04
C 0.224664 0.579760 -0.358501 0.01 -0.02 0.00
C 1.538579 0.858541 -1.075907 0.08 0.08 -0.03
C -1.002817 -2.289037 -0.118432 -1.35 -0.86 0.18
C -1.612486 -1.579858 0.796980 -0.45 0.93 0.86
O -2.177653 -1.141970 1.714143 0.51 0.00 -0.52
H 0.147391 2.372156 0.878328 0.01 -0.10 0.03
H 0.876271 0.961445 1.670484 -0.08 0.10 -0.08
H -0.876584 1.045162 1.458042 0.19 0.13 -0.06
H -0.627812 0.828047 -1.008634 0.17 -0.02 0.11
H 1.592770 0.307925 -2.022690 0.01 0.13 0.14
H 1.663958 1.923958 -1.291831 0.02 -0.09 0.00
H 2.382121 0.533781 -0.455176 -0.08 0.10 -0.10
H -0.803676 -2.008134 -1.145669 0.08 -0.16 0.44
H 0.196196 -0.492658 -0.177850 0.08 0.29 -0.06
H -1.603705 -3.183614 0.150470 0.78 -0.59 -0.93



Q: Which M values were calculated for the entries above? A: 657.54; 424.52; 102.13; 663.70; 86.13, in g/mol.